No. 1
A 2-piece molecular cluster, C27H32NO6 overall in a non-equilibrium geometry. Source: the OMol25 dataset; level of theory: ωB97M-V with the def2-TZVPD basis set.

The total charge is -1. Its multiplicity is 1.

Last column: Löwdin charge in e.
Positions of all 66 atoms, in Å:
C: -5.452 -0.443 -2.928  -0.081
C: -4.299 -1.398 -2.801  -0.238
O: -3.137 -0.630 -2.425  -0.008
C: -2.026 -1.401 -2.333  -0.465
C: -0.786 -0.598 -2.264  -0.008
C: 0.279 -1.168 -2.810  0.007
C: 1.509 -0.415 -3.132  -0.468
O: 1.767 0.718 -2.721  0.044
O: 2.361 -1.099 -3.915  -0.007
C: 3.593 -0.359 -4.121  -0.229
C: 4.370 -1.118 -5.165  -0.086
O: -2.055 -2.624 -2.362  0.081
H: -6.354 -1.022 -3.119  0.072
H: -5.592 0.141 -2.014  0.082
H: -5.303 0.238 -3.770  0.075
H: -4.494 -2.163 -2.040  0.127
H: -4.090 -1.887 -3.762  0.126
H: -0.939 0.463 -2.067  0.131
H: 0.298 -2.237 -3.048  0.135
H: 3.355 0.660 -4.464  0.125
H: 4.145 -0.337 -3.167  0.133
H: 5.335 -0.623 -5.294  0.072
H: 4.539 -2.165 -4.879  0.080
H: 3.854 -1.095 -6.132  0.077
C: 3.413 3.604 0.896  -0.039
C: 1.902 3.590 0.799  -0.588
C: 1.308 3.704 2.186  -0.032
C: 1.455 4.769 -0.048  -0.040
O: 1.392 2.397 0.099  0.024
C: 1.522 1.173 0.664  -0.415
C: 0.673 0.174 -0.081  -0.085
N: 0.179 -0.787 0.589  0.105
C: -0.428 -1.171 1.688  -0.228
C: 0.086 -2.364 2.374  -0.175
C: -0.785 -3.347 2.865  -0.063
C: -0.283 -4.483 3.504  -0.109
C: 1.098 -4.642 3.672  -0.132
C: 1.973 -3.667 3.170  -0.106
C: 1.472 -2.534 2.520  -0.026
C: -1.582 -0.420 2.184  -0.161
C: -2.256 -0.730 3.387  -0.063
C: -3.394 -0.013 3.770  -0.124
C: -3.830 1.088 3.025  -0.153
C: -3.118 1.450 1.875  -0.119
C: -2.021 0.698 1.455  -0.050
O: 2.249 0.892 1.605  0.078
H: 3.874 3.602 -0.099  0.089
H: 3.731 4.523 1.408  0.087
H: 3.773 2.743 1.468  0.081
H: 0.213 3.684 2.133  0.095
H: 1.664 2.883 2.816  0.086
H: 1.612 4.655 2.634  0.086
H: 0.367 4.777 -0.168  0.088
H: 1.741 5.714 0.426  0.084
H: 1.920 4.748 -1.039  0.086
H: 0.839 0.266 -1.151  0.041
H: -1.859 -3.209 2.749  0.107
H: -0.975 -5.240 3.874  0.089
H: 1.490 -5.525 4.188  0.085
H: 3.047 -3.794 3.288  0.088
H: 2.145 -1.753 2.168  0.100
H: -1.893 -1.531 4.025  0.089
H: -3.947 -0.313 4.660  0.087
H: -4.724 1.647 3.324  0.079
H: -3.416 2.313 1.286  0.087
H: -1.500 0.994 0.549  0.089

---

No. 2
A 13-piece molecular cluster, C52H143N13O13 overall in a non-equilibrium geometry. Source: the OMol25 dataset; level of theory: ωB97M-V with the def2-TZVPD basis set.

The total charge is 0. Its multiplicity is 1.

Last column: Löwdin charge in e.
Positions of all 221 atoms, in Å:
C: 3.015 50.517 5.847  -0.051
C: 3.349 49.027 5.608  -0.435
C: 2.307 48.325 4.665  -0.193
O: 2.685 46.994 4.360  -0.226
C: 3.455 46.846 3.112  -0.059
N: 4.681 48.920 5.104  0.062
H: 2.947 50.898 4.828  0.074
H: 3.640 51.151 6.477  0.070
H: 2.079 50.565 6.405  0.072
H: 3.262 48.417 6.507  0.105
H: 2.118 48.981 3.816  0.117
H: 1.396 48.198 5.251  0.127
H: 4.444 46.450 3.339  0.083
H: 3.424 47.783 2.556  0.085
H: 2.814 46.236 2.475  0.082
H: 4.864 48.051 4.622  0.041
H: 5.309 48.816 5.889  0.011
C: 4.056 40.966 4.489  -0.038
C: 5.243 41.821 3.894  -0.372
C: 5.046 42.133 2.431  -0.201
O: 4.698 40.907 1.813  -0.215
C: 4.732 40.928 0.373  -0.083
N: 5.361 42.961 4.842  0.051
H: 4.239 40.662 5.520  0.067
H: 3.768 40.100 3.895  0.063
H: 3.143 41.532 4.301  0.083
H: 6.106 41.161 3.973  0.106
H: 5.969 42.497 1.980  0.127
H: 4.216 42.834 2.333  0.128
H: 4.303 41.842 -0.036  0.085
H: 4.240 40.033 -0.008  0.088
H: 5.776 40.887 0.063  0.077
H: 4.641 43.626 4.596  0.080
H: 5.070 42.736 5.783  0.051
C: 16.003 33.113 3.455  -0.063
C: 14.767 33.244 4.362  -0.425
C: 13.454 33.692 3.574  -0.210
O: 13.590 35.033 3.289  -0.220
C: 12.822 35.436 2.125  -0.068
N: 14.456 31.963 4.932  0.018
H: 15.702 32.341 2.748  0.073
H: 16.940 32.821 3.929  0.078
H: 16.154 33.954 2.779  0.076
H: 15.143 33.857 5.181  0.124
H: 12.597 33.600 4.241  0.113
H: 13.462 33.124 2.644  0.124
H: 11.910 34.852 1.996  0.084
H: 13.351 35.236 1.193  0.089
H: 12.507 36.470 2.261  0.064
H: 15.229 31.314 4.926  0.066
H: 14.385 32.053 5.935  0.069
C: 14.348 42.508 7.237  -0.071
C: 14.217 43.147 5.808  -0.369
C: 12.694 43.522 5.385  -0.188
O: 12.714 43.913 4.056  -0.190
C: 11.462 44.329 3.547  -0.095
N: 15.023 44.401 5.807  0.018
H: 15.346 42.091 7.366  0.065
H: 13.712 41.627 7.321  0.064
H: 14.233 43.261 8.018  0.064
H: 14.769 42.410 5.224  0.118
H: 12.295 44.228 6.114  0.122
H: 12.140 42.584 5.344  0.109
H: 11.367 45.414 3.599  0.097
H: 10.579 43.768 3.856  0.056
H: 11.507 44.068 2.489  0.070
H: 15.111 44.606 4.822  0.056
H: 16.001 44.205 5.961  0.061
C: 6.582 37.581 0.699  -0.050
C: 5.793 36.989 1.930  -0.376
C: 5.696 35.428 1.824  -0.174
O: 6.884 34.598 2.037  -0.221
C: 6.728 33.143 2.005  -0.083
N: 6.471 37.265 3.199  0.048
H: 7.578 37.146 0.618  0.070
H: 6.713 38.649 0.871  0.049
H: 6.149 37.426 -0.290  0.069
H: 4.759 37.315 2.042  0.127
H: 5.272 35.143 0.861  0.114
H: 4.993 35.076 2.579  0.115
H: 7.621 32.674 1.592  0.079
H: 5.914 32.850 1.343  0.077
H: 6.553 32.658 2.966  0.079
H: 6.915 38.166 3.301  0.055
H: 7.164 36.533 3.270  0.031
C: 7.929 43.914 6.972  -0.065
C: 8.653 43.379 5.769  -0.425
C: 8.637 41.798 5.739  -0.163
O: 9.609 41.312 4.815  -0.201
C: 9.274 39.962 4.465  -0.097
N: 8.048 44.035 4.666  0.051
H: 6.903 43.582 7.136  0.075
H: 7.977 45.002 7.020  0.052
H: 8.540 43.680 7.844  0.063
H: 9.702 43.667 5.832  0.113
H: 7.695 41.372 5.393  0.089
H: 8.696 41.277 6.695  0.123
H: 8.483 40.118 3.732  0.082
H: 9.023 39.255 5.256  0.078
H: 10.115 39.438 4.010  0.070
H: 8.477 43.715 3.810  0.058
H: 7.141 43.595 4.603  0.012
C: 7.439 47.558 6.414  -0.056
C: 7.552 48.163 7.881  -0.375
C: 8.989 48.830 8.196  -0.161
O: 8.799 50.022 8.943  -0.237
C: 9.889 50.611 9.711  -0.057
N: 6.456 49.034 7.942  0.029
H: 6.478 47.085 6.210  0.056
H: 8.101 46.738 6.136  0.044
H: 7.538 48.297 5.620  0.081
H: 7.400 47.451 8.692  0.116
H: 9.580 49.033 7.303  0.118
H: 9.588 48.118 8.764  0.094
H: 9.496 51.541 10.122  0.085
H: 10.750 50.823 9.076  0.085
H: 10.080 49.896 10.511  0.080
H: 6.773 49.663 8.666  0.070
H: 6.422 49.671 7.159  0.073
C: 12.737 47.622 9.114  -0.033
C: 12.997 46.626 10.284  -0.388
C: 13.270 47.410 11.573  -0.225
O: 14.488 48.118 11.615  -0.146
C: 14.530 49.095 12.584  -0.162
N: 11.850 45.724 10.535  0.036
H: 11.806 48.157 9.300  0.040
H: 12.368 47.061 8.255  0.068
H: 13.578 48.303 8.981  0.085
H: 13.897 46.029 10.142  0.129
H: 13.234 46.797 12.474  0.120
H: 12.423 48.043 11.838  0.116
H: 15.462 49.661 12.588  0.086
H: 14.624 48.805 13.630  0.081
H: 13.748 49.851 12.655  0.087
H: 11.949 45.082 11.308  0.071
H: 11.530 45.138 9.777  0.056
C: 12.638 38.015 5.548  -0.054
C: 12.365 36.903 6.539  -0.459
C: 11.163 36.043 6.070  -0.139
O: 10.007 36.914 6.023  -0.192
C: 8.886 36.321 5.520  -0.163
N: 13.536 36.108 6.691  0.051
H: 11.767 38.671 5.561  0.061
H: 12.676 37.617 4.534  0.070
H: 13.468 38.629 5.897  0.085
H: 12.234 37.498 7.443  0.139
H: 10.920 35.360 6.884  0.124
H: 11.388 35.551 5.124  0.117
H: 8.138 37.100 5.667  0.080
H: 8.484 35.460 6.054  0.094
H: 8.829 36.105 4.453  0.078
H: 13.722 35.839 5.735  0.047
H: 13.341 35.261 7.205  0.071
C: 4.141 46.376 8.646  -0.035
C: 3.759 45.112 7.729  -0.374
C: 3.464 43.803 8.524  -0.133
O: 3.328 42.654 7.582  -0.218
C: 3.552 41.443 8.252  -0.144
N: 2.509 45.489 7.039  0.055
H: 3.377 46.564 9.401  0.074
H: 4.308 47.281 8.061  0.037
H: 5.078 46.230 9.183  0.044
H: 4.624 45.007 7.074  0.108
H: 2.564 43.955 9.120  0.129
H: 4.342 43.595 9.135  0.097
H: 2.955 40.654 7.792  0.082
H: 3.331 41.457 9.319  0.088
H: 4.583 41.120 8.108  0.079
H: 2.099 44.652 6.650  0.064
H: 2.746 46.150 6.312  0.029
C: 7.420 43.010 10.663  -0.076
C: 7.354 44.511 10.583  -0.400
C: 6.361 45.051 11.672  -0.254
O: 5.126 44.499 11.505  -0.194
C: 4.212 44.953 12.517  -0.082
N: 8.747 44.954 10.865  0.049
H: 7.498 42.673 11.697  0.086
H: 8.184 42.543 10.040  0.072
H: 6.453 42.609 10.360  0.064
H: 6.924 44.803 9.625  0.103
H: 6.350 46.127 11.845  0.123
H: 6.664 44.743 12.673  0.116
H: 4.670 44.768 13.489  0.084
H: 3.265 44.421 12.416  0.088
H: 3.883 45.990 12.581  0.086
H: 9.333 44.806 10.056  0.035
H: 8.891 45.901 11.185  0.058
C: 11.511 40.999 1.850  -0.052
C: 12.204 39.653 1.561  -0.432
C: 12.035 39.270 0.073  -0.159
O: 12.635 37.948 -0.255  -0.223
C: 12.091 37.500 -1.528  -0.101
N: 13.623 39.726 1.841  0.047
H: 10.450 40.971 1.601  0.078
H: 11.909 41.882 1.352  0.079
H: 11.542 41.188 2.923  0.060
H: 11.801 38.840 2.165  0.110
H: 12.346 40.072 -0.597  0.125
H: 10.995 39.025 -0.143  0.106
H: 11.012 37.350 -1.580  0.080
H: 12.585 36.552 -1.742  0.081
H: 12.450 38.231 -2.253  0.083
H: 14.023 38.800 1.788  0.066
H: 13.886 40.112 2.737  0.068
C: 10.610 46.498 0.188  -0.082
C: 10.879 47.646 -0.785  -0.413
C: 11.605 47.357 -2.035  -0.182
O: 12.127 48.593 -2.615  -0.174
C: 13.189 48.423 -3.446  -0.166
N: 9.512 48.284 -1.014  0.037
H: 11.449 45.963 0.635  0.064
H: 10.047 45.678 -0.257  0.073
H: 10.055 46.871 1.049  0.079
H: 11.405 48.314 -0.104  0.138
H: 11.001 46.728 -2.689  0.133
H: 12.498 46.802 -1.749  0.120
H: 13.819 47.560 -3.229  0.078
H: 13.752 49.354 -3.375  0.098
H: 12.885 48.095 -4.440  0.085
H: 9.595 49.082 -1.627  0.058
H: 8.942 47.623 -1.521  0.056

---

What are the lowest unoccupied orbital energy values for these records? In order: 2.59, 0.37 eV.
What are the orbital gap values for these records? In order: 0.144, 0.336 Eh.